The following is a DFT calculation (the ωB97M-V functional and the def2-TZVPD basis) of a single C12H24N6P2S2 molecule.

CARTESIAN COORDINATES (ANGSTROEM)
S  3.772  1.621  1.762
P  1.928  1.374  2.091
N  1.773  0.463  3.492
C  2.798  -0.518  3.804
C  2.636  0.813  4.577
N  1.127  2.837  2.424
C  1.324  4.095  1.661
C  1.879  3.964  3.126
N  1.035  0.672  0.806
C  1.795  0.030  -0.319
C  0.845  -0.304  -1.583
N  -0.463  -0.866  -1.067
P  -1.537  -0.967  -2.390
S  -1.983  0.862  -2.895
N  -0.763  -1.837  -3.603
C  -0.539  -3.190  -3.190
C  -1.579  -2.771  -4.370
N  -3.021  -1.811  -2.084
C  -4.124  -1.089  -1.459
C  -4.132  -1.453  -2.941
C  -1.081  -0.168  0.084
C  -0.159  0.019  1.251
H  3.752  -0.666  3.384
H  2.382  -1.504  3.961
H  2.370  0.650  5.598
H  3.312  1.619  4.455
H  0.449  4.772  1.396
H  2.000  4.067  0.758
H  2.975  3.955  3.162
H  1.293  4.438  3.957
H  2.674  0.562  -0.708
H  2.150  -0.966  0.090
H  1.484  -1.027  -2.154
H  0.529  0.621  -1.964
H  0.344  -3.717  -3.538
H  -1.073  -3.596  -2.345
H  -2.689  -2.927  -4.314
H  -1.333  -2.949  -5.432
H  -4.287  -0.029  -1.349
H  -4.851  -1.661  -0.971
H  -4.788  -2.256  -3.338
H  -3.959  -0.634  -3.681
H  -1.419  0.862  -0.203
H  -1.951  -0.716  0.423
H  -0.763  0.407  2.100
H  -0.134  -1.082  1.535

Kohn-Sham gap: 9.1 eV
LUMO level: 0.0296 Ha
largest force on an atom: 4.00 eV/A
electronic energy: -62017.6566 eV
SMILES string: S=P(N1CC1)(N1CC1)N1CCN(P(=S)(N2CC2)N2CC2)CC1
HOMO energy: -8.3358 eV
energy above the lowest of the compared OMol25 structures with the same formula, charge and spin: 0.0 kJ/mol
net charge: 0

Löwdin atomic charge list, values in e, 8 entries: 0.36, 0.30, -0.23, -0.17, -0.17, -0.23, -0.17, -0.14

=====

The following is a DFT calculation (the ωB97M-V functional and the def2-TZVPD basis) of a molecular structure, C31H34As2N5RuS3.

CARTESIAN COORDINATES (ANGSTROEM)
Ru  -0.575  -0.471  0.117
C  6.642  0.122  -0.908
C  5.246  -0.034  -0.368
C  4.925  0.292  0.950
C  3.634  0.206  1.421
C  2.554  -0.239  0.625
N  1.275  -0.254  1.126
C  1.170  -0.556  2.493
C  1.684  -1.732  3.043
C  1.499  -2.037  4.378
C  0.788  -1.189  5.224
C  0.524  -1.567  6.657
C  0.276  -0.018  4.689
C  0.479  0.293  3.351
N  -0.074  1.500  2.836
C  -0.104  2.690  3.472
C  -0.894  3.534  2.731
C  -1.303  2.754  1.641
N  -0.802  1.528  1.703
C  2.905  -0.598  -0.685
C  4.205  -0.467  -1.167
N  1.950  -1.158  -1.583
C  2.192  -2.145  -2.462
C  1.102  -2.241  -3.298
C  0.228  -1.259  -2.837
N  0.742  -0.599  -1.795
H  7.379  0.046  -0.108
H  6.777  1.094  -1.388
H  6.871  -0.646  -1.648
H  5.705  0.641  1.618
H  3.424  0.492  2.443
H  2.216  -2.414  2.391
H  1.890  -2.969  4.769
H  1.373  -2.100  7.086
H  -0.347  -2.223  6.728
H  0.329  -0.687  7.271
H  -0.316  0.650  5.304
H  0.441  2.834  4.388
H  -1.131  4.563  2.939
H  -1.952  3.031  0.831
H  4.397  -0.719  -2.205
H  3.113  -2.700  -2.423
H  0.954  -2.936  -4.106
H  -0.755  -1.016  -3.201
S  -1.786  -4.357  2.211
C  -1.340  -2.955  1.502
S  -0.247  -2.779  0.157
S  -1.845  -1.354  1.925
C  -3.519  -2.613  -1.064
As  -2.821  -0.816  -0.881
C  -4.302  0.106  -0.026
C  -3.012  -0.103  -2.695
C  -3.833  -0.693  -3.651
C  -3.914  -0.163  -4.931
C  -3.176  0.964  -5.264
C  -2.360  1.560  -4.314
C  -2.269  1.033  -3.031
As  -1.147  1.840  -1.643
C  0.391  2.465  -2.671
C  -2.094  3.566  -1.588
H  -4.569  -2.577  -1.351
H  -3.424  -3.123  -0.107
H  -2.939  -3.152  -1.810
H  -5.193  0.017  -0.645
H  -4.043  1.159  0.093
H  -4.469  -0.332  0.955
H  -4.407  -1.578  -3.407
H  -4.549  -0.633  -5.671
H  -3.234  1.375  -6.264
H  -1.784  2.438  -4.584
H  0.091  3.196  -3.420
H  0.883  1.620  -3.142
H  1.087  2.929  -1.973
H  -2.256  3.917  -2.607
H  -1.495  4.296  -1.047
H  -3.061  3.454  -1.098

Kohn-Sham gap (spin up / spin down): 7.2 / 6.4 eV
LUMO level (spin up / spin down): 0.0183 / -0.0113 Ha
⟨S²⟩: 0.7620
largest force on an atom: 0.39 eV/A
electronic energy: -196914.5179 eV
2S+1: 2
HOMO energy (spin up / spin down): -6.7216 / -6.7279 eV
energy above the lowest of the compared OMol25 structures with the same formula, charge and spin: 32.3 kJ/mol
net charge: 0

Löwdin atomic charge list, values in e, 8 entries: 0.55, -0.06, -0.29, -0.05, -0.01, -0.24, -0.10, -0.33

=====

The following is a DFT calculation (the ωB97M-V functional and the def2-TZVPD basis) of a gas-phase ion, C2H6N2O (charge +1).

CARTESIAN COORDINATES (ANGSTROEM)
N  -1.429  -0.648  -0.352
C  -0.620  0.515  -0.195
C  0.538  0.306  0.783
N  1.681  -0.111  0.202
O  0.364  0.401  1.972
H  -2.065  -0.380  -1.104
H  -1.087  -1.605  -0.415
H  -1.351  1.319  0.057
H  -0.186  0.883  -1.140
H  1.717  -0.584  -0.684
H  2.439  -0.097  0.876

Kohn-Sham gap (spin up / spin down): 11.9 / 5.7 eV
LUMO level (spin up / spin down): -0.1445 / -0.3423 Ha
⟨S²⟩: 0.7563
largest force on an atom: 2.52 eV/A
electronic energy: -7189.5447 eV
2S+1: 2
HOMO energy (spin up / spin down): -15.8516 / -15.0085 eV
energy above the lowest of the compared OMol25 structures with the same formula, charge and spin: 74.0 kJ/mol
net charge: +1

Löwdin atomic charge list, values in e, 8 entries: 0.26, -0.10, -0.51, 0.22, 0.19, 0.15, 0.16, 0.18

=====

The following is a DFT calculation (the ωB97M-V functional and the def2-TZVPD basis) of 2 unconnected molecules or ions with the total composition C5H14N2O.

CARTESIAN COORDINATES (ANGSTROEM)
C  0.809  1.023  0.659
C  0.097  -0.131  0.612
C  -1.351  -0.121  0.938
C  -2.335  0.258  -0.196
N  -1.922  1.368  -1.045
N  0.723  -1.252  0.020
C  1.018  -2.378  0.883
H  0.262  1.940  0.783
H  1.881  1.150  0.766
H  -1.451  0.608  1.767
H  -1.721  -1.064  1.352
H  -2.271  -0.617  -0.867
H  -3.373  0.416  0.069
H  -1.606  2.209  -0.591
H  -1.187  1.161  -1.701
H  1.532  -0.926  -0.491
H  0.105  -2.569  1.482
H  1.841  -2.184  1.590
H  1.148  -3.267  0.272
O  2.792  1.570  -1.745
H  2.937  1.843  -2.668
H  2.072  0.964  -1.888

Kohn-Sham gap: 9.1 eV
LUMO level: 0.0250 Ha
largest force on an atom: 2.53 eV/A
electronic energy: -10438.3025 eV
SMILES string: C=C(CCN)NC.O
HOMO energy: -8.4425 eV
energy above the lowest of the compared OMol25 structures with the same formula, charge and spin: 263.0 kJ/mol
net charge: 0

Löwdin atomic charge list, values in e, 8 entries: 0.04, -0.39, -0.17, -0.26, -0.02, -0.06, -0.11, 0.05

=====

The following is a DFT calculation (the ωB97M-V functional and the def2-TZVPD basis) of a molecular structure, C46H67Cl5N4O2P3SiSr.

CARTESIAN COORDINATES (ANGSTROEM)
Sr  0.934  -1.176  1.464
C  1.471  3.862  -4.344
C  1.654  2.602  -3.504
C  1.047  1.397  -4.226
P  1.035  2.538  -1.745
C  1.741  4.056  -0.883
C  3.255  4.059  -1.120
C  1.178  5.467  -1.053
C  -0.775  2.796  -1.918
C  -1.268  4.005  -2.433
C  -2.622  4.226  -2.596
C  -3.512  3.216  -2.256
C  -3.031  2.015  -1.765
C  -1.660  1.754  -1.574
Si  -1.127  -0.027  -0.897
C  -2.816  -0.374  0.021
C  -3.812  -1.179  -0.543
C  -5.070  -1.318  0.022
C  -5.388  -0.609  1.168
C  -4.422  0.194  1.752
C  -3.133  0.292  1.223
P  -1.825  1.326  1.995
C  -2.471  3.045  1.622
C  -3.702  3.544  2.374
C  -1.345  4.082  1.649
C  -1.889  1.079  3.855
C  -3.178  0.795  4.624
C  -1.130  2.227  4.531
C  -1.540  -1.068  -2.501
C  -2.180  -0.531  -3.624
C  -2.681  -1.321  -4.649
C  -2.590  -2.700  -4.564
C  -1.922  -3.263  -3.487
C  -1.357  -2.469  -2.487
P  -0.238  -3.226  -1.236
C  1.137  -3.827  -2.380
C  1.495  -2.722  -3.379
C  0.923  -5.143  -3.124
C  -1.129  -4.783  -0.769
C  -0.273  -5.605  0.198
C  -2.468  -4.418  -0.126
H  1.975  3.736  -5.307
H  1.887  4.750  -3.867
H  0.416  4.044  -4.552
H  2.730  2.420  -3.391
H  -0.025  1.542  -4.377
H  1.172  0.475  -3.657
H  1.511  1.264  -5.207
H  1.584  3.800  0.172
H  3.490  4.385  -2.135
H  3.696  3.070  -0.976
H  3.746  4.748  -0.428
H  1.281  5.835  -2.075
H  1.735  6.149  -0.403
H  0.129  5.526  -0.769
H  -0.581  4.787  -2.716
H  -2.978  5.170  -2.991
H  -4.580  3.361  -2.376
H  -3.750  1.244  -1.516
H  -3.615  -1.702  -1.471
H  -5.805  -1.961  -0.450
H  -6.376  -0.676  1.608
H  -4.691  0.748  2.637
H  -2.755  2.926  0.574
H  -3.505  3.678  3.439
H  -4.545  2.862  2.265
H  -4.010  4.515  1.974
H  -1.011  4.304  2.665
H  -1.685  5.020  1.201
H  -0.484  3.728  1.079
H  -1.281  0.176  3.949
H  -3.908  1.602  4.536
H  -2.935  0.689  5.687
H  -3.633  -0.138  4.299
H  -1.737  3.132  4.584
H  -0.208  2.486  4.008
H  -0.874  1.954  5.560
H  -2.321  0.540  -3.693
H  -3.174  -0.858  -5.498
H  -3.019  -3.333  -5.332
H  -1.842  -4.342  -3.431
H  1.993  -3.968  -1.713
H  0.761  -2.681  -4.186
H  2.478  -2.910  -3.820
H  1.502  -1.733  -2.918
H  1.832  -5.397  -3.679
H  0.114  -5.060  -3.850
H  0.704  -5.974  -2.453
H  -1.324  -5.380  -1.667
H  -0.112  -5.058  1.127
H  0.707  -5.849  -0.217
H  -0.780  -6.545  0.435
H  -2.332  -3.706  0.691
H  -2.944  -5.312  0.284
H  -3.149  -3.969  -0.849
N  2.697  -0.784  -0.721
C  3.883  0.064  -0.594
C  3.920  0.751  0.778
N  2.592  1.210  1.094
C  2.181  1.583  2.435
C  2.554  0.534  3.492
N  1.347  -0.055  4.091
H  2.878  -1.569  -1.331
H  1.913  -0.254  -1.105
H  3.916  0.830  -1.380
H  4.779  -0.548  -0.708
H  4.664  1.565  0.744
H  4.252  0.031  1.527
H  2.166  1.768  0.366
H  1.088  1.638  2.409
H  2.557  2.572  2.740
H  3.221  0.976  4.237
H  3.094  -0.308  3.070
H  0.835  0.638  4.621
H  1.606  -0.821  4.705
O  0.177  -3.252  2.754
N  -0.978  -2.891  3.061
O  -1.356  -1.835  2.492
Cl  3.986  -1.557  5.566
C  4.232  -2.743  4.266
C  3.437  -2.659  3.138
C  3.709  -3.659  2.221
Cl  2.725  -3.725  0.755
C  4.680  -4.646  2.354
Cl  4.949  -5.838  1.128
C  5.453  -4.659  3.511
Cl  6.680  -5.857  3.727
C  5.221  -3.700  4.492
Cl  6.161  -3.727  5.945

Kohn-Sham gap: 6.1 eV
LUMO level: 0.0813 Ha
largest force on an atom: 0.94 eV/A
electronic energy: -158039.4693 eV
HOMO energy: -3.8710 eV
energy above the lowest of the compared OMol25 structures with the same formula, charge and spin: 0.0 kJ/mol
net charge: -1

Löwdin atomic charge list, values in e, 8 entries: 1.09, -0.11, -0.55, -0.12, 1.08, -0.55, -0.13, -0.12

=====

The following is a DFT calculation (the ωB97M-V functional and the def2-TZVPD basis) of a gas-phase ion, C6H5O2 (charge -1).

CARTESIAN COORDINATES (ANGSTROEM)
C  0.907  -0.769  1.640
C  0.331  -0.326  0.352
C  0.451  -0.650  -0.918
C  -0.390  0.220  -1.816
O  -0.319  0.158  -3.053
C  -1.171  1.089  -1.019
C  -0.913  1.006  0.326
O  -1.260  1.535  1.372
H  1.940  -0.432  1.745
H  0.899  -1.860  1.730
H  0.325  -0.335  2.456
H  1.077  -1.416  -1.362
H  -1.877  1.779  -1.453

Kohn-Sham gap: 7.3 eV
LUMO level: 0.1461 Ha
largest force on an atom: 3.23 eV/A
electronic energy: -10398.1887 eV
SMILES string: CC1=CC([O-])=CC1=O
HOMO energy: -3.3716 eV
energy above the lowest of the compared OMol25 structures with the same formula, charge and spin: 0.0 kJ/mol
net charge: -1

Löwdin atomic charge list, values in e, 8 entries: -0.09, -0.16, -0.05, -0.50, -0.05, -0.08, -0.39, -0.04

=====

The following is a DFT calculation (the ωB97M-V functional and the def2-TZVPD basis) of a molecular structure, C4H10F6Li2N4O17S6.

CARTESIAN COORDINATES (ANGSTROEM)
Li  -0.403  -0.448  -0.453
Li  -1.375  -1.154  -2.854
N  -2.107  -0.271  -1.360
S  -3.400  -0.848  -0.335
O  -4.790  -0.993  -0.831
O  -3.341  -0.331  1.042
F  -2.863  -2.372  -0.150
S  -2.942  1.007  -1.635
O  -3.067  2.009  -0.617
O  -3.935  0.905  -2.653
F  -1.751  1.736  -2.502
N  0.927  -4.021  2.967
S  0.198  -3.805  1.445
O  -0.200  -2.461  0.969
O  -0.585  -4.923  1.081
F  1.578  -4.130  0.747
S  -0.324  -3.458  3.680
O  -1.426  -4.378  3.701
O  -0.636  -2.033  3.727
F  0.219  -3.665  5.147
N  2.904  0.182  -3.228
S  1.658  0.508  -4.400
O  1.938  1.699  -5.222
O  0.299  0.066  -4.050
F  2.140  -0.567  -5.485
S  2.220  1.232  -2.213
O  1.028  0.752  -1.480
O  2.445  2.655  -2.543
F  3.344  1.133  -1.126
N  1.048  -2.978  -2.243
O  0.440  -1.999  -1.834
O  2.248  -3.010  -2.241
O  0.324  -3.876  -2.498
C  1.426  0.238  1.532
O  0.186  0.683  1.177
C  -0.452  1.618  2.117
C  0.466  2.761  2.375
O  0.986  3.413  1.206
C  0.372  4.664  0.891
H  2.180  1.026  1.522
H  1.729  -0.564  0.858
H  1.514  -0.211  2.521
H  -0.706  1.130  3.058
H  -1.422  1.867  1.685
H  1.348  2.517  2.967
H  0.099  3.536  3.048
H  -0.715  4.739  0.892
H  0.663  5.028  -0.094
H  0.512  5.394  1.689

Kohn-Sham gap: 7.5 eV
LUMO level: 0.1374 Ha
largest force on an atom: 10.01 eV/A
electronic energy: -126800.3604 eV
HOMO energy: -3.7318 eV
energy above the lowest of the compared OMol25 structures with the same formula, charge and spin: 494.1 kJ/mol
net charge: -2

Löwdin atomic charge list, values in e, 8 entries: 0.62, 0.72, -0.40, 0.64, -0.27, -0.26, -0.17, 0.42

=====

The following is a DFT calculation (the ωB97M-V functional and the def2-TZVPD basis) of a molecular structure, C29H35FN2ReS2Si.

CARTESIAN COORDINATES (ANGSTROEM)
Re  0.652  1.198  -0.532
C  0.422  -0.279  -1.939
Si  -0.857  -1.407  -1.088
C  -2.204  -0.122  -0.836
N  -1.577  1.203  -0.445
C  -2.166  2.258  -1.364
C  -3.672  2.421  -1.211
C  -4.010  2.828  0.216
C  -3.441  1.811  1.195
C  -1.951  1.584  0.964
C  -1.416  -2.862  -2.073
C  -1.800  -2.696  -3.409
C  -2.257  -3.771  -4.152
C  -2.332  -5.029  -3.568
C  -1.955  -5.212  -2.246
C  -1.498  -4.133  -1.502
C  -0.238  -1.910  0.617
C  0.938  -2.662  0.741
C  1.319  -3.217  1.953
C  0.530  -3.026  3.081
C  -0.657  -2.312  2.983
C  -1.039  -1.782  1.759
H  -0.074  0.121  -2.833
H  1.321  -0.825  -2.235
H  -2.978  -0.396  -0.123
H  -2.719  0.011  -1.787
H  -1.874  1.993  -2.380
H  -1.710  3.209  -1.104
H  -4.196  1.505  -1.490
H  -3.995  3.183  -1.922
H  -5.087  2.928  0.347
H  -3.578  3.812  0.423
H  -3.988  0.869  1.114
H  -3.565  2.140  2.228
H  -1.551  0.811  1.621
H  -1.402  2.511  1.172
H  -1.741  -1.722  -3.884
H  -2.550  -3.635  -5.184
H  -2.685  -5.871  -4.148
H  -2.015  -6.194  -1.797
H  -1.206  -4.290  -0.470
H  1.554  -2.851  -0.131
H  2.210  -3.830  2.011
H  0.815  -3.475  4.024
H  -1.300  -2.208  3.847
H  -2.006  -1.296  1.695
F  6.045  2.627  0.075
C  4.799  2.751  -0.351
C  3.851  3.251  0.525
C  2.546  3.348  0.076
C  2.201  2.912  -1.217
C  0.791  2.903  -1.631
C  3.217  2.444  -2.089
C  4.517  2.386  -1.671
H  4.148  3.577  1.511
H  1.789  3.791  0.716
H  0.616  2.724  -2.691
H  0.202  3.731  -1.242
H  2.954  2.136  -3.093
H  5.321  2.056  -2.314
S  2.668  0.050  0.018
C  2.675  0.142  1.716
N  3.506  -0.463  2.528
C  3.322  -0.259  3.970
C  1.950  0.408  4.165
S  1.463  1.058  2.523
H  4.265  -1.026  2.168
H  4.135  0.358  4.353
H  3.348  -1.227  4.466
H  2.003  1.239  4.861
H  1.193  -0.300  4.489

Kohn-Sham gap (spin up / spin down): 6.5 / 6.8 eV
LUMO level (spin up / spin down): -0.2703 / -0.2582 Ha
⟨S²⟩: 0.7670
largest force on an atom: 0.47 eV/A
electronic energy: -68002.0481 eV
2S+1: 2
HOMO energy (spin up / spin down): -13.8136 / -13.8087 eV
net charge: +2

Löwdin atomic charge list, values in e, 8 entries: 1.15, -0.36, 0.62, -0.20, -0.28, -0.18, -0.16, -0.17

=====

What is the electronic energy in the fifth record? -158039.4693 eV

=====

Number 8 is which compound? C29H35FN2ReS2Si